## P
17
Properties=species:S:1:pos:R:3 method="wB97M-V/def2-TZVPD" total_charge=0 spin_multiplicity=1 smiles="C=C[C@@H](C)BC" e_homo_ev=-9.47
B 1.16755 -0.14735 -0.61896
H -0.24299 1.54773 1.04047
H 1.67334 1.83658 0.14938
H -1.42801 -1.32523 -1.27107
H -0.45742 -2.46070 -0.56498
C -0.78304 0.69814 0.56628
C -1.99248 0.99213 0.18322
H 3.02740 1.10772 -0.57784
H 2.56560 0.53020 0.98567
H -2.67523 0.18125 -0.16214
C -0.04773 -0.51771 0.30664
C 2.21654 0.92698 -0.00646
C -0.94413 -1.54805 -0.34146
H 1.58094 -0.71446 -1.64149
H -1.70057 -2.02971 0.31988
H 0.43841 -1.02595 1.14171
H -2.39818 1.94841 0.49115


## Q
17
Properties=species:S:1:pos:R:3 method="wB97M-V/def2-TZVPD" total_charge=0 spin_multiplicity=1 e_homo_ev=-8.38
H -2.14757 -0.93533 -1.35634
C -1.44740 -0.27911 -0.83594
C -0.29032 -2.21618 0.15504
C -0.49965 -0.71921 -0.08616
H -0.96192 -2.43264 0.96372
C -1.96552 1.03606 -0.81636
H 2.15808 0.63971 1.81635
H 0.16234 -0.06927 0.44244
H -2.89416 1.07427 -1.39769
H -0.55111 -2.77071 -0.81134
H 0.83923 -2.38834 0.22108
H -2.35552 1.47519 0.11372
B 1.94145 2.41071 0.43950
C 2.69116 1.24370 0.98232
H -1.31252 1.87059 -1.33390
H 2.92935 0.54598 0.14746
H 3.70408 1.51459 1.35610


Most stable of them? P.